{
  "formula": "CH5PS2",
  "method": "ωB97M-V with the def2-TZVPD basis set",
  "orbital_gap_ev": 8.21,
  "e_homo_ev": -8.153,
  "e_lumo_ev": 0.060,
  "e_tot_ev": -32075.5323,
  "spin_multiplicity": 1,
  "de_lowest_kcal_mol": 58.21,
  "symbols": ["C", "P", "S", "S", "H", "H", "H", "H", "H"],
  "xyz": [[-1.4028, 0.6958, -0.1065], [0.8960, -0.1822, -0.9264], [2.0599, 1.2229, 0.1050], [0.9509, -1.8152, 0.3185], [-1.5908, 0.4104, 0.9826], [-2.0309, 0.0223, -0.8237], [-1.6246, 1.7458, -0.2665], [1.9439, 0.5549, 1.3251], [0.7985, -2.6548, -0.6082]],
  "forces_ev_per_a": [[0.25, -2.81, -0.85], [-3.07, 1.89, 0.31], [0.25, -0.84, 1.29], [0.44, 1.13, 2.49], [0.69, 0.17, -1.52], [1.06, 1.28, 1.43], [0.50, 0.09, -0.24], [0.16, 0.85, -0.94], [-0.27, -1.76, -1.97]]
}

{
  "formula": "C5H22NO8",
  "method": "ωB97M-V with the def2-TZVPD basis set",
  "orbital_gap_ev": 7.96,
  "e_homo_ev": -4.743,
  "e_lumo_ev": 3.213,
  "total_charge": -1,
  "e_tot_ev": -23409.4913,
  "spin_multiplicity": 1,
  "de_lowest_kcal_mol": 173.93,
  "symbols": ["O", "C", "C", "C", "C", "C", "O", "N", "H", "H", "H", "H", "H", "H", "H", "H", "H", "H", "H", "H", "O", "H", "H", "O", "H", "H", "O", "H", "H", "O", "H", "H", "O", "H", "H", "O"],
  "xyz": [[1.4568, 3.1625, 1.7621], [1.2442, 2.4310, 0.8734], [0.4067, 1.1758, 0.7720], [-0.9106, 1.3820, 1.6481], [-1.9563, 0.7391, 0.7991], [-1.8273, -0.9499, 0.8614], [-1.0012, -1.4835, 0.0461], [0.3340, 0.9358, -0.6668], [1.5953, 2.6235, -0.3524], [0.8143, 0.1944, 1.3896], [-1.0428, 2.3722, 1.7227], [-0.7548, 0.8260, 2.7001], [-2.0853, 1.1417, -0.2447], [-2.8442, 1.0920, 1.2140], [-2.9195, -1.3857, 0.8131], [-1.5701, -1.0003, 2.0406], [-0.2976, 0.2122, -1.0324], [1.3357, 0.8432, -0.9955], [-0.4475, 2.0835, -1.8123], [0.6306, 2.7423, -2.5208], [-0.3331, 2.8283, -2.4918], [1.8723, -1.5476, -2.0265], [1.5808, -1.5761, -0.6302], [2.0984, -1.0853, -1.2648], [-0.0570, -2.7343, -1.5483], [-0.8467, -2.5013, -2.8434], [-0.0589, -2.3759, -2.4126], [1.8548, -0.4904, 2.2692], [2.0897, -0.1090, 3.6191], [2.3390, -0.7038, 2.9780], [-0.1772, -3.2414, 1.1388], [0.5358, -2.1035, 0.5624], [0.6192, -3.0849, 0.5925], [-1.6734, -0.8027, -1.7087], [-2.9670, -1.7112, -1.9194], [-2.4583, -1.0257, -2.3209]],
  "forces_ev_per_a": [[0.29, 1.01, 1.63], [0.84, -1.26, -4.68], [0.46, -2.46, 2.21], [2.35, -4.41, -1.13], [-0.65, -1.95, -0.59], [-2.93, 2.80, 3.09], [0.88, 0.10, -1.64], [0.60, 0.70, 0.20], [-0.25, 0.33, 3.02], [-0.32, 2.47, -1.92], [-0.71, 3.67, 0.86], [-0.53, 1.45, -2.35], [0.84, -0.45, 0.78], [-2.25, -0.14, 0.97], [1.16, 0.70, -0.02], [-0.23, -0.45, -1.52], [1.10, -0.18, 1.08], [-2.00, -0.52, 0.24], [-0.04, 1.18, -0.68], [-0.15, 0.44, -0.36], [0.19, -1.02, 0.70], [-0.67, -1.11, -2.57], [-0.03, 0.00, 0.45], [1.38, 1.02, 1.82], [-0.66, -0.64, 1.63], [-3.06, -0.37, -1.11], [3.96, 0.80, -0.65], [-2.61, 1.02, -4.28], [-0.78, 2.08, 2.36], [3.78, -3.27, 2.26], [0.53, -0.06, -0.69], [-0.73, -0.62, -0.08], [0.84, -0.56, 1.02], [-1.92, -1.38, -0.67], [-0.15, -0.54, 0.93], [1.52, 1.61, -0.32]]
}

{
  "formula": "C20H30N4O6",
  "method": "ωB97M-V with the def2-TZVPD basis set",
  "orbital_gap_ev": 8.61,
  "e_homo_ev": -8.264,
  "e_lumo_ev": 0.344,
  "e_tot_ev": -39472.8814,
  "spin_multiplicity": 1,
  "de_lowest_kcal_mol": 0.00,
  "smiles": "CNC(=O)[C@H](Cc1c[nH]c2ccccc12)NC(C)=O.O[C@H]1[C@H](O)[C@@H](O)CNC[C@@H]1O",
  "symbols": ["C", "N", "C", "O", "C", "C", "C", "C", "N", "C", "C", "C", "C", "C", "C", "N", "C", "C", "O", "H", "H", "H", "H", "H", "H", "H", "H", "H", "H", "H", "H", "H", "H", "H", "H", "H", "O", "C", "C", "O", "C", "O", "C", "N", "C", "C", "O", "H", "H", "H", "H", "H", "H", "H", "H", "H", "H", "H", "H", "H"],
  "xyz": [[3.9272, -3.5355, -1.0659], [2.8985, -2.6450, -1.5995], [2.3857, -2.7244, -2.8332], [2.7607, -3.5816, -3.6287], [1.3548, -1.6515, -3.2583], [0.0886, -1.5928, -2.3795], [0.2370, -1.2954, -0.9107], [-0.5938, -1.7632, 0.0504], [-0.2167, -1.2668, 1.2818], [0.8958, -0.4665, 1.1855], [1.6544, 0.2200, 2.1425], [2.7518, 0.9871, 1.7223], [3.0568, 1.0761, 0.3538], [2.2772, 0.3956, -0.6002], [1.1827, -0.4147, -0.2128], [0.9258, -1.7961, -4.6585], [1.6000, -1.4529, -5.7560], [2.9658, -0.8024, -5.6419], [1.1079, -1.6301, -6.8595], [3.8222, -4.5332, -1.4979], [4.9151, -3.1478, -1.3187], [3.8328, -3.6064, 0.0184], [2.5421, -1.9242, -0.9882], [1.8508, -0.6911, -3.1721], [-0.5748, -0.8303, -2.7908], [-0.4254, -2.5509, -2.4751], [-1.4450, -2.4108, -0.1275], [-0.7423, -1.4131, 2.1378], [1.3947, 0.1588, 3.1887], [3.3532, 1.5183, 2.4477], [3.8942, 1.6813, 0.0328], [2.5309, 0.5064, -1.6403], [0.0553, -2.2709, -4.8334], [3.6465, -1.4778, -5.1271], [2.8814, 0.1401, -5.1069], [3.3446, -0.6151, -6.6457], [-1.6631, -0.2412, 3.7387], [-2.4779, 0.8410, 3.2478], [-1.5251, 2.0104, 2.9304], [-0.5593, 2.1287, 3.9907], [-2.2353, 3.3688, 2.7864], [-1.2331, 4.3633, 2.5059], [-3.2970, 3.3850, 1.6735], [-4.4906, 2.6188, 2.0731], [-4.5719, 1.1702, 1.7832], [-3.2692, 0.3823, 2.0086], [-3.5780, -0.9976, 2.2139], [-1.0059, 0.1798, 4.3358], [-3.1760, 1.1445, 4.0361], [-0.9940, 1.7942, 1.9966], [-0.0302, 2.9331, 3.8186], [-2.7271, 3.6106, 3.7353], [-1.6326, 5.2498, 2.4640], [-2.8775, 2.9994, 0.7377], [-3.5971, 4.4229, 1.4972], [-5.3483, 3.0906, 1.7786], [-5.3526, 0.7432, 2.4219], [-4.8833, 1.0248, 0.7435], [-2.6355, 0.4808, 1.1212], [-2.9756, -1.2965, 2.9279]],
  "forces_ev_per_a": [[-0.20, 0.05, -0.44], [-0.17, 0.35, 0.90], [0.42, -1.03, -1.13], [-0.31, 0.39, 0.19], [-0.30, 0.08, -0.29], [0.01, 0.02, 0.16], [0.86, 0.73, 0.13], [0.30, 0.23, 0.04], [-0.70, -0.54, 1.01], [-0.27, -0.06, -1.28], [0.38, 0.24, -0.24], [-0.93, -0.68, -0.28], [-0.82, -0.59, -0.35], [0.20, 0.23, 0.67], [0.63, 0.42, 0.13], [-0.15, -0.16, 2.26], [0.68, 0.42, -1.66], [-0.23, -0.30, 0.15], [-0.13, -0.13, -0.06], [-0.03, 0.19, 0.00], [0.07, -0.12, 0.06], [-0.07, 0.11, -0.11], [0.17, -0.18, -0.03], [0.20, 0.19, -0.02], [0.07, 0.00, -0.31], [-0.11, -0.05, -0.03], [0.09, 0.09, 0.52], [0.23, 0.13, -0.25], [-0.01, 0.01, 0.09], [-0.03, -0.04, 0.03], [-0.04, -0.03, -0.07], [0.10, 0.03, -0.20], [-0.01, -0.09, -0.04], [0.09, 0.08, 0.17], [0.15, 0.11, 0.16], [-0.17, -0.03, 0.11], [0.11, 0.44, 0.09], [0.60, 0.99, 0.24], [0.10, 1.05, 0.08], [-0.16, 0.06, -0.21], [-0.35, 0.25, -0.45], [0.04, -0.23, 0.04], [-0.49, -0.78, 0.19], [-0.01, 0.19, 0.30], [-0.01, 0.52, -0.16], [0.22, -0.25, 0.67], [0.14, 0.10, 0.11], [-0.46, -0.33, -0.42], [0.00, -0.07, 0.01], [0.03, -0.07, -0.07], [-0.42, -0.52, 0.03], [-0.02, -0.13, -0.02], [0.09, -0.64, 0.11], [0.22, 0.13, -0.08], [0.03, -0.13, 0.05], [0.54, -0.38, 0.15], [0.21, 0.02, -0.02], [0.05, -0.29, -0.05], [0.11, -0.08, 0.00], [-0.54, 0.05, -0.54]]
}

{
  "formula": "C3H6O2S",
  "method": "ωB97M-V with the def2-TZVPD basis set",
  "orbital_gap_ev": 10.30,
  "e_homo_ev": -9.520,
  "e_lumo_ev": 0.780,
  "e_tot_ev": -18138.2872,
  "spin_multiplicity": 1,
  "de_lowest_kcal_mol": 15.23,
  "smiles": "COC(=O)SC",
  "symbols": ["C", "O", "C", "O", "S", "C", "H", "H", "H", "H", "H", "H"],
  "xyz": [[0.9504, 2.0969, -0.9344], [-0.1800, 1.1542, -0.9071], [0.0809, 0.0494, -0.1552], [1.0728, -0.0847, 0.4994], [-1.2146, -1.0270, -0.4706], [-1.0431, -2.1006, 0.9775], [0.4599, 2.8296, -1.5607], [1.0335, 2.4721, 0.0831], [1.8227, 1.5883, -1.3832], [-0.5980, -1.5552, 1.8306], [-2.0046, -2.4740, 1.2174], [-0.3797, -2.9489, 0.8033]],
  "forces_ev_per_a": [[-1.73, -0.76, -0.26], [0.98, -0.49, 0.46], [0.36, 1.42, -0.99], [0.05, -0.29, 0.52], [-0.86, -1.02, 0.51], [1.48, 0.14, 0.22], [0.80, 0.57, -0.28], [0.72, 0.02, -0.16], [-0.30, 0.62, 0.48], [-0.47, -0.05, -0.52], [-0.97, -0.24, 0.30], [-0.06, 0.09, -0.27]]
}

{
  "formula": "C13H27InO13",
  "method": "ωB97M-V with the def2-TZVPD basis set",
  "orbital_gap_ev": 3.22,
  "e_homo_ev": -15.994,
  "e_lumo_ev": -12.776,
  "total_charge": 2,
  "e_tot_ev": -45687.0387,
  "spin_multiplicity": 1,
  "de_lowest_kcal_mol": 0.00,
  "symbols": ["In", "C", "O", "H", "H", "H", "C", "O", "C", "O", "O", "C", "H", "H", "H", "H", "H", "H", "C", "O", "C", "O", "O", "C", "H", "H", "H", "H", "H", "H", "C", "O", "C", "O", "O", "C", "H", "H", "H", "H", "H", "H", "C", "O", "C", "O", "O", "C", "H", "H", "H", "H", "H", "H"],
  "xyz": [[-0.2001, -1.2125, 0.1999], [0.9234, -0.6392, -3.9455], [0.7113, -0.5987, -2.5757], [0.0394, -0.4370, -4.5504], [1.6882, 0.0772, -4.2452], [1.3180, -1.5814, -4.3257], [-2.0583, -5.4308, 1.3386], [-1.5968, -5.2276, 2.6761], [-0.9700, -4.0704, 3.0197], [-0.8956, -3.0875, 2.3049], [-0.7070, -4.2274, 4.3161], [-0.0594, -3.1709, 4.9804], [-1.7077, -4.7265, 0.5842], [-3.1345, -5.3598, 1.4960], [-1.8998, -6.4336, 0.9420], [0.6216, -3.5342, 5.7501], [-0.7321, -2.4657, 5.4684], [0.5910, -2.5750, 4.3401], [0.4611, 3.1036, 2.3479], [0.3879, 3.6262, 1.0413], [0.1726, 2.9196, -0.0490], [0.1726, 1.7050, -0.0696], [0.0335, 3.7919, -1.0407], [-0.1122, 3.3462, -2.3597], [-0.5371, 3.0035, 2.7740], [1.1021, 3.6949, 3.0018], [0.8815, 2.1012, 2.4290], [0.4267, 2.4137, -2.5270], [0.2504, 4.0391, -3.1190], [-1.1030, 2.9594, -2.5983], [3.9452, 2.4067, 1.1618], [4.4023, 1.1837, 0.4841], [3.5471, 0.2404, 0.1043], [2.3648, 0.0934, 0.4663], [4.1768, -0.5301, -0.7446], [3.5497, -1.7295, -1.2293], [3.4620, 2.3549, 2.1375], [3.2724, 2.9909, 0.5340], [4.8358, 3.0092, 1.3403], [4.3881, -2.4260, -1.2333], [3.2019, -1.6092, -2.2553], [2.8368, -2.1198, -0.5029], [-3.6509, 2.0762, 0.6497], [-3.7539, 2.0767, -0.7633], [-3.1136, 1.1461, -1.4194], [-2.4638, 0.2165, -0.9602], [-3.4655, 1.3001, -2.7646], [-2.8069, 0.4733, -3.7234], [-2.6588, 2.3753, 0.9880], [-3.8687, 1.0929, 1.0667], [-4.4279, 2.7036, 1.0863], [-2.4953, -0.4963, -3.3350], [-1.9253, 0.9810, -4.1148], [-3.4205, 0.1865, -4.5775]],
  "forces_ev_per_a": [[0.18, 0.89, -0.50], [-2.72, -1.43, 1.52], [0.99, 0.65, -1.73], [-0.25, 0.62, 0.27], [0.99, 0.74, 0.33], [0.90, -0.52, 0.34], [-1.45, 0.07, -0.04], [1.95, 0.87, -0.22], [-2.38, -2.41, 0.58], [0.95, 0.70, -0.25], [0.35, 0.49, -1.16], [1.22, 1.49, 0.82], [0.09, 0.25, 0.43], [-0.14, 0.22, -0.74], [0.60, -0.08, 0.68], [-0.38, -0.59, -0.06], [-0.43, -0.31, -0.16], [-0.19, -0.15, -0.45], [-0.18, -1.45, 0.93], [0.22, 1.17, -0.11], [0.48, 0.20, 0.89], [-0.58, -0.48, -0.79], [0.01, 0.08, 0.40], [0.02, -2.13, -1.27], [-0.06, 0.42, 0.01], [-0.29, 0.57, -0.50], [0.15, -0.18, -0.68], [0.76, -0.02, 0.28], [-0.25, 0.44, 0.65], [-0.57, 0.90, 0.24], [0.10, 0.70, -0.09], [-1.38, 0.30, 0.69], [-0.35, 0.40, 0.25], [0.77, 0.27, -0.04], [-0.32, -0.15, -0.27], [1.18, -0.48, 0.47], [0.03, -1.15, -0.06], [0.09, -0.30, -0.35], [0.12, -0.35, -0.35], [-0.18, -0.16, -0.24], [-0.25, 0.17, 0.32], [-0.27, 0.20, -0.31], [-0.21, -0.54, 1.33], [0.27, 0.18, -0.36], [-1.25, -0.62, -1.94], [0.36, 0.36, -0.23], [0.85, -0.49, 1.79], [0.63, -0.75, -0.21], [-0.04, 0.18, -0.17], [0.17, -0.24, -0.27], [0.23, 0.38, -0.56], [0.04, 0.13, 0.56], [0.02, 0.21, 0.06], [-0.60, 0.73, 0.30]]
}